(1)
{
  "formula": "CH4FN2O",
  "method": "ωB97M-V/def2-TZVPD",
  "total_charge": 1,
  "mol_weight_g_mol": 79.05,
  "relative_energy_kcal_mol": 13.1,
  "species": ["O", "H", "H", "H", "C", "H", "N", "F", "N"],
  "coordinates": [[-2.214, 0.494, 0.084], [-0.319, 1.202, 0.310], [-2.556, -0.208, -0.411], [1.662, -0.337, 0.392], [-0.233, -0.887, 0.083], [1.358, -1.884, -0.294], [1.042, -0.964, 0.028], [-1.041, -1.931, -0.161], [-0.839, 0.299, 0.026]],
  "forces_ev_per_angstrom": [[1.8, 1.3, 1.6], [-1.1, -2.0, -0.8], [-1.4, -1.8, -1.5], [1.9, 2.0, 1.1], [-3.8, 1.7, -1.4], [0.5, 0.5, 0.3], [-0.3, -4.5, -1.1], [1.8, 1.4, 0.6], [0.6, 1.4, 1.3]]
}

(2)
{
  "formula": "C4H13N3O",
  "method": "ωB97M-V/def2-TZVPD",
  "mol_weight_g_mol": 119.17,
  "relative_energy_kcal_mol": 98.7,
  "species": ["H", "H", "H", "H", "H", "H", "H", "H", "N", "C", "H", "N", "H", "C", "H", "C", "C", "H", "N", "O", "H"],
  "coordinates": [[-3.335, -0.581, -0.488], [2.225, -1.090, 2.452], [-0.065, -0.347, -1.871], [1.876, -1.624, -1.671], [2.332, 1.026, -0.558], [-2.406, -1.167, 0.916], [2.141, 0.704, -2.272], [1.040, 1.821, -1.462], [0.022, 0.761, 2.121], [0.887, 0.131, 1.631], [-1.231, 0.920, 1.079], [1.961, -0.653, 1.580], [-3.582, 0.138, 1.118], [-2.840, -0.290, 0.439], [-0.692, 0.189, -0.386], [0.619, -0.241, -1.008], [1.587, 0.883, -1.339], [-2.096, 1.507, -0.277], [-1.756, 0.659, 0.162], [1.291, -1.512, -0.909], [2.021, -1.235, 0.744]],
  "forces_ev_per_angstrom": [[0.1, -0.1, 0.1], [-0.2, 0.2, 0.0], [0.2, 0.1, -0.4], [-0.1, 0.1, 0.0], [0.0, 0.1, 0.1], [0.0, -0.1, -0.1], [0.0, 0.0, 0.0], [0.0, 0.0, 0.0], [1.4, -0.5, -0.8], [-1.1, 0.3, 2.3], [-1.1, -0.3, -1.3], [0.2, 0.1, -0.5], [0.0, -0.1, 0.0], [0.1, 0.1, 0.0], [1.2, -0.7, 0.3], [-1.5, 0.6, -0.8], [0.0, -0.2, 0.0], [0.0, 0.0, 0.0], [0.4, 0.7, 1.0], [0.3, -0.3, 0.4], [-0.1, 0.0, -0.2]]
}

(3)
{
  "formula": "C5H12N2O2P",
  "method": "ωB97M-V/def2-TZVPD",
  "total_charge": -1,
  "mol_weight_g_mol": 163.14,
  "relative_energy_kcal_mol": 0.1,
  "species": ["C", "H", "N", "H", "H", "H", "H", "H", "H", "C", "C", "H", "N", "H", "O", "P", "O", "C", "H", "H", "C", "H"],
  "coordinates": [[0.058, 1.416, 0.721], [-1.496, -2.812, 0.088], [2.175, 1.201, -0.619], [2.109, 1.990, 1.335], [0.132, 1.129, 1.777], [-1.734, -0.187, 1.071], [-2.860, -1.146, -1.125], [1.459, 3.092, -0.105], [-0.778, -2.193, 1.529], [-0.786, -2.047, 0.419], [1.504, 1.968, 0.353], [1.817, 1.295, -1.604], [-0.053, 0.145, -0.002], [-0.614, 2.117, 0.360], [2.082, -0.559, 1.206], [1.612, -0.360, -0.216], [1.737, -1.344, -1.334], [-2.009, -0.522, -1.074], [-2.152, 0.596, -1.250], [0.272, -2.237, 0.121], [-1.259, -0.606, 0.175], [-1.216, -0.932, -1.825]],
  "forces_ev_per_angstrom": [[2.9, -2.2, -0.3], [0.2, 0.1, -0.5], [0.0, -1.8, -2.3], [-0.7, 0.1, -1.7], [-0.7, 0.9, 0.2], [-0.5, -0.3, -0.2], [-1.4, -0.3, -0.1], [-0.2, -2.2, 1.4], [0.2, 0.0, -0.6], [-0.2, -0.8, 2.3], [-0.3, 4.1, 1.1], [0.4, 0.5, 1.4], [1.4, 2.2, -0.7], [-1.9, 1.3, 0.1], [0.3, -0.6, -0.8], [-0.4, -0.9, 1.3], [0.2, 0.4, 0.3], [1.7, 1.4, -2.5], [-0.4, -1.5, -0.4], [-1.3, -0.1, -0.3], [2.3, -1.3, 1.1], [-1.6, 0.9, 0.8]]
}

(4)
{
  "formula": "C2HCl4OP",
  "method": "ωB97M-V/def2-TZVPD",
  "mol_weight_g_mol": 213.82,
  "relative_energy_kcal_mol": 38.6,
  "species": ["Cl", "C", "P", "Cl", "H", "Cl", "O", "Cl", "C"],
  "coordinates": [[0.030, 2.133, -2.308], [0.107, 1.348, -0.879], [-0.175, -0.887, 0.828], [0.672, 2.086, 0.525], [-0.705, -0.460, -1.615], [1.584, -0.814, 1.809], [-1.148, -0.357, 1.864], [-0.417, -2.799, 0.596], [0.053, -0.250, -0.819]],
  "forces_ev_per_angstrom": [[-0.3, 0.9, -1.0], [1.1, -7.6, 2.0], [-1.6, 1.8, 3.2], [-0.1, 1.0, -0.2], [1.0, -0.8, 0.6], [0.8, -0.1, -0.4], [1.2, -0.5, -2.7], [-0.2, -1.6, -0.6], [-1.9, 6.9, -0.9]]
}